1.
Below is 2 unconnected molecules or ions with the total composition C3H8O in a non-equilibrium geometry, with properties calculated with the ωB97M-V functional and the def2-TZVPD basis.

Results
ΔE to the lowest compared entry with this formula, charge and spin = 73.3 kcal/mol
Kohn-Sham gap = 8.488 eV
Structure (SMILES) = C=CC.O
LUMO energy = 0.414 eV

Atoms and positions in Å:
1 O 2.527 -6.330 1.903
2 C -0.197 1.973 -0.765
3 C -0.755 0.786 -1.183
4 C -1.142 3.081 -0.239
5 H 2.028 -6.076 1.132
6 H 2.237 -5.814 2.650
7 H -1.131 0.587 -2.201
8 H -1.816 3.428 -1.041
9 H -0.538 3.905 0.196
10 H 0.866 1.997 -0.413
11 H -1.729 2.506 0.488
12 H -0.350 -0.043 -0.527

2.
Below is a molecular structure, C4H10N2O in a non-equilibrium geometry, with properties calculated with the ωB97M-V functional and the def2-TZVPD basis.

Results
ΔE to the lowest compared entry with this formula, charge and spin = 104.5 kcal/mol
Kohn-Sham gap = 10.270 eV
LUMO energy = 0.864 eV

Atoms and positions in Å:
1 O -0.106 2.060 -0.016
2 N 2.210 -0.400 -0.498
3 N -2.204 -0.690 -0.366
4 C 1.125 -0.176 0.355
5 C -1.054 -0.166 0.394
6 C -0.027 0.641 -0.182
7 C 0.036 -1.289 0.392
8 H 0.317 -1.993 1.151
9 H 1.242 0.049 1.453
10 H 2.787 0.511 -0.556
11 H -1.423 0.144 1.431
12 H -1.644 -1.278 -1.184
13 H 2.856 -1.088 -0.214
14 H -0.187 -2.009 -0.460
15 H -0.256 0.440 -1.279
16 H -0.705 2.078 0.968
17 H -2.654 0.239 -0.896

3.
Below is 6 unconnected molecules or ions with the total composition C12H36O6 in a non-equilibrium geometry, with properties calculated with the ωB97M-V functional and the def2-TZVPD basis.

Results
ΔE to the lowest compared entry with this formula, charge and spin = 187.9 kcal/mol
Kohn-Sham gap = 10.013 eV
Structure (SMILES) = CCO.CCO.CCO.CCO.CCO.CCO
LUMO energy = 0.408 eV

Atoms and positions in Å:
1 O 0.989 -1.097 -3.318
2 O 2.392 -2.699 0.801
3 O -5.103 3.595 -1.744
4 O 0.286 -0.883 1.168
5 O -0.624 1.422 2.673
6 O 0.835 1.624 -2.481
7 C 0.929 -4.661 1.277
8 C -2.800 4.081 -1.589
9 C 1.548 -3.405 -2.708
10 C -1.974 -0.420 0.261
11 C -0.831 2.421 5.041
12 C -3.775 2.988 -1.876
13 C -0.705 -1.118 0.147
14 C 2.229 1.649 -0.548
15 C 2.030 -1.982 -2.768
16 C 1.624 2.447 -1.766
17 C 2.277 -3.859 1.580
18 C -0.236 1.187 4.088
19 H -0.876 0.429 4.364
20 H -0.037 -4.060 1.335
21 H -0.283 -0.939 -0.754
22 H 3.259 -2.419 0.644
23 H 2.140 -3.416 2.729
24 H 0.777 -5.419 1.979
25 H 1.259 -0.297 -3.108
26 H -0.377 3.484 4.639
27 H -2.590 -0.782 1.065
28 H 2.848 -1.773 -3.426
29 H -0.610 2.397 6.239
30 H -2.759 4.597 -0.660
31 H -1.825 0.732 0.494
32 H 3.180 -4.444 1.591
33 H 1.141 -3.873 -3.718
34 H 0.445 2.116 -3.262
35 H -5.921 2.999 -1.846
36 H 2.185 -4.027 -2.426
37 H -0.237 0.535 2.271
38 H 2.357 2.883 -2.365
39 H -2.762 4.701 -2.475
40 H -1.833 3.635 -1.811
41 H -0.829 -2.311 0.086
42 H -3.661 2.293 -0.996
43 H 2.737 0.876 -0.985
44 H 0.778 0.995 4.355
45 H 1.046 3.212 -1.429
46 H -1.873 2.625 4.975
47 H 2.329 -1.430 -1.757
48 H 1.023 -1.515 1.112
49 H 1.400 1.133 -0.125
50 H 0.893 -4.812 0.324
51 H 0.795 -3.606 -1.863
52 H -2.314 -0.334 -0.744
53 H 3.003 1.932 0.107
54 H -3.873 2.605 -2.807

4.
Below is a molecular structure, C28H62Br15N2O5PSi2 in a non-equilibrium geometry, with properties calculated with the ωB97M-V functional and the def2-TZVPD basis.

Results
Kohn-Sham gap = 8.627 eV
LUMO energy = -0.361 eV

Atoms and positions in Å:
1 Br -10.485 -2.264 3.141
2 Br 5.774 1.017 3.662
3 Br 9.922 3.351 2.091
4 Br 6.963 0.437 9.561
5 Br 5.124 -0.814 0.521
6 Br 10.046 0.705 7.545
7 Br 4.225 6.555 -0.375
8 Br 9.999 -0.096 0.765
9 Br 4.786 -4.035 -2.752
10 Br -8.354 5.910 -0.208
11 Br -7.402 -1.996 1.125
12 Br 3.642 2.720 -2.591
13 Br 7.989 -2.284 -3.314
14 Br -8.245 3.274 2.377
15 Br 7.306 6.085 1.608
16 P 1.880 3.091 -1.172
17 Si 0.438 1.449 -1.660
18 Si -2.152 0.319 -0.891
19 O -2.962 -0.782 1.643
20 O -4.687 -1.982 1.652
21 O -1.144 1.747 -0.979
22 O 2.553 2.879 0.420
23 O -2.760 -5.849 -4.301
24 N 0.239 1.526 -3.479
25 N -3.454 -2.034 1.664
26 C 7.248 1.269 7.821
27 C -1.187 -3.944 -3.500
28 C 5.439 5.902 2.139
29 C 4.617 5.271 1.040
30 C -3.216 -6.896 -2.056
31 C -7.286 4.969 2.281
32 C -1.798 -0.663 0.753
33 C 11.460 1.035 1.390
34 C 6.592 1.224 1.904
35 C 11.048 1.842 2.599
36 C -6.612 0.750 -1.539
37 C 6.586 -4.505 -2.166
38 C -3.817 -5.926 -3.256
39 C -8.166 6.065 1.727
40 C 8.198 0.454 6.974
41 C -3.989 0.989 -0.688
42 C -10.199 -1.432 1.400
43 C -5.082 0.167 -1.589
44 C 5.569 1.063 0.803
45 C -2.818 -2.327 -2.005
46 C -7.392 0.567 -3.005
47 C 7.365 -3.278 -1.756
48 C -6.745 2.329 -1.117
49 C -1.701 -3.533 -1.995
50 C 1.249 -0.231 -1.200
51 C -9.250 -2.247 0.554
52 C -2.373 -4.427 -4.527
53 C -2.018 -0.902 -2.366
54 H -6.386 4.793 1.686
55 H -2.071 -4.449 -1.347
56 H -0.936 -1.233 -2.663
57 H -11.190 -1.392 0.939
58 H -1.901 -4.407 -5.622
59 H 7.996 -0.621 7.008
60 H -6.465 2.415 0.027
61 H 5.107 4.415 0.568
62 H -9.451 -3.322 0.588
63 H 1.309 -0.876 -2.180
64 H -3.689 -2.495 -2.804
65 H -9.274 -1.911 -0.486
66 H 5.457 5.260 3.025
67 H -5.142 -0.954 -1.181
68 H 8.174 0.790 5.934
69 H -1.384 -1.749 0.551
70 H 6.257 1.309 7.359
71 H 6.441 -5.174 -1.313
72 H -5.936 2.990 -1.695
73 H 6.787 -2.581 -1.143
74 H -7.234 0.129 -0.753
75 H -3.540 -8.018 -2.146
76 H 4.630 1.588 1.002
77 H 5.089 6.898 2.426
78 H 7.006 2.236 1.900
79 H -4.645 0.080 -2.677
80 H -7.819 2.774 -1.340
81 H -4.139 -4.855 -2.871
82 H 11.923 2.289 3.080
83 H 12.267 0.342 1.645
84 H -3.312 -3.727 -4.563
85 H -7.295 1.519 -3.689
86 H -2.033 -6.798 -2.116
87 H -0.974 -0.038 1.341
88 H -3.967 2.099 -1.127
89 H -3.349 -2.267 -0.964
90 H 2.382 0.004 -0.905
91 H -6.997 5.191 3.313
92 H 2.117 2.094 0.874
93 H -0.591 -3.052 -3.969
94 H -6.978 -0.376 -3.608
95 H 10.490 1.261 3.339
96 H -7.710 7.046 1.891
97 H 0.779 2.365 -3.842
98 H 7.052 -5.063 -2.984
99 H 8.274 -3.561 -1.217
100 H 0.789 -0.783 -0.276
101 H -3.512 -6.420 -1.009
102 H 5.975 1.406 -0.153
103 H 0.615 0.653 -3.916
104 H 11.772 1.652 0.543
105 H 7.598 2.288 8.007
106 H -4.293 1.117 0.448
107 H 7.410 0.501 1.845
108 H -9.849 -0.413 1.587
109 H -2.550 -0.458 -3.323
110 H -0.753 -3.102 -1.424
111 H -9.176 6.064 2.147
112 H -0.433 -4.840 -3.379
113 H -4.784 -6.431 -3.698
114 H -8.537 0.324 -2.786
115 H 3.639 4.960 1.420

5.
Below is a gas-phase ion, C6H8NO (charge +1) in a non-equilibrium geometry, with properties calculated with the ωB97M-V functional and the def2-TZVPD basis.

Results
ΔE to the lowest compared entry with this formula, charge and spin = 81.6 kcal/mol
Kohn-Sham gap (spin up / spin down) = 7.598 / 8.239 eV
Charge = +1
LUMO energy (spin up / spin down) = -5.035 / -4.469 eV

Atoms and positions in Å:
1 O -0.763 -1.461 -0.274
2 N -0.715 1.299 0.064
3 C 0.316 -0.968 0.425
4 C 1.731 -1.083 0.164
5 C 0.401 0.715 0.244
6 C 1.840 0.478 -0.185
7 C -1.926 -0.818 -0.256
8 C -1.906 0.556 0.423
9 H -1.889 0.319 1.540
10 H -2.672 -0.905 -1.023
11 H 2.092 -1.785 -0.659
12 H -2.767 1.010 -0.063
13 H 2.139 0.792 -1.209
14 H 2.563 1.125 0.477
15 H 2.290 -1.313 1.025
16 H -0.733 2.039 -0.692